ORCA calculation (ωB97M-V/def2-TZVPD) on a molecular structure, C20H34HgO10.

Charge: 0
HOMO: -6.75 eV
M: 635.07 g/mol
Gap between HOMO and LUMO: 7.2 eV
Spin multiplicity: 1
E: -45937.929 eV
Energy above the lowest of the compared OMol25 structures with the same formula, charge and spin: 0.0 kcal/mol

Each line ends with the natural charge from an NBO analysis.
Geometry (Å):
Hg: -0.130813 0.672968 -0.444291  1.70
C: 0.894297 4.471087 -1.146168  -0.64
C: 1.868650 3.285469 -1.170963  -0.04
O: 1.433848 2.308085 -0.272908  -1.02
H: 1.023422 5.047480 -2.075680  0.19
H: 1.165026 5.237595 -0.406867  0.18
H: -0.156534 4.240040 -0.987454  0.20
H: 2.886614 3.636492 -0.949790  0.13
H: 1.878807 2.854374 -2.184065  0.13
C: -3.050015 -1.151308 -3.403929  -0.62
C: -2.043327 -0.002404 -3.404516  -0.01
O: -1.433643 0.163279 -2.173659  -1.06
H: -3.932599 -0.923605 -2.803919  0.19
H: -2.608040 -2.114361 -3.144397  0.18
H: -3.402812 -1.259712 -4.438919  0.19
H: -2.480406 0.934380 -3.775731  0.13
H: -1.274694 -0.249227 -4.158163  0.11
O: -1.227986 -1.537913 0.311468  -0.58
C: -2.048648 -2.381158 0.137486  0.82
O: -3.293204 -2.200225 0.650647  -0.48
C: -4.242478 -3.082472 0.067578  -0.07
C: -3.436290 -4.232416 -0.562640  -0.44
C: -1.986800 -3.732681 -0.530513  -0.53
H: -4.827391 -2.522482 -0.662128  0.19
H: -4.955438 -3.507132 0.771786  0.19
H: -3.682750 -4.456509 -1.603314  0.22
H: -3.667516 -5.186497 -0.090488  0.21
H: -1.506161 -3.582467 -1.498268  0.24
H: -1.340590 -4.419596 0.017272  0.24
O: -1.470635 2.010804 0.899334  -0.65
C: -1.555451 3.049946 1.505675  0.83
O: -2.586568 3.851340 1.281690  -0.46
C: -2.501359 5.018126 2.131147  -0.07
C: -1.185473 4.878058 2.889669  -0.44
C: -0.451149 3.680024 2.310058  -0.55
H: -3.374882 5.093984 2.773723  0.19
H: -2.434034 5.923614 1.528350  0.19
H: -1.398365 4.746381 3.954587  0.21
H: -0.677132 5.843304 2.869310  0.22
H: -0.023850 2.982120 3.026607  0.26
H: 0.367226 3.884128 1.615525  0.29
O: 0.842513 0.038008 1.667937  -0.61
C: 1.838319 0.146905 2.317552  0.83
O: 1.979704 1.092716 3.268806  -0.48
C: 3.262412 0.932337 3.923882  -0.07
C: 4.092925 0.002914 3.037352  -0.43
C: 3.017559 -0.799817 2.321038  -0.53
H: 2.974977 0.657912 4.942152  0.18
H: 3.806356 1.870731 4.044465  0.19
H: 4.879795 -0.572915 3.513804  0.23
H: 4.523516 0.683037 2.299269  0.22
H: 2.848572 -1.750562 2.825425  0.24
H: 3.379008 -0.999163 1.313412  0.25
O: 1.577597 -0.699937 -1.344075  -0.60
C: 1.782814 -1.875615 -1.503355  0.83
O: 1.742944 -2.757477 -0.494977  -0.48
C: 1.822031 -4.099772 -0.976948  -0.07
C: 2.648974 -3.968804 -2.252197  -0.43
C: 2.228230 -2.588278 -2.757755  -0.54
H: 0.861772 -4.579076 -1.188481  0.17
H: 2.254728 -4.737209 -0.208289  0.20
H: 2.527783 -4.763340 -2.983408  0.23
H: 3.697332 -3.928440 -1.946440  0.21
H: 1.353131 -2.654311 -3.412170  0.25
H: 2.926154 -1.920755 -3.260141  0.26

Atoms 1-2, force components in eV/Å:
-0.02 1.16 -1.67
0.99 1.41 -0.54